[1]
DFT (ωB97M-V/def2-TZVPD) results for a 3-piece molecular cluster, C27H61N2O12P2S2 overall at a distorted geometry.

Last column: Löwdin charge in e.
Cartesian coordinates (Å):
C 6.834 -2.840 0.551  -0.17
C 6.153 -4.016 -0.404  -0.27
C 4.597 -3.563 -0.789  -0.22
C 3.661 -4.916 -0.774  -0.24
C 2.223 -4.694 -1.601  -0.21
C 1.356 -6.064 -1.361  -0.24
C -0.221 -5.977 -1.797  -0.22
C -1.051 -4.712 -1.153  -0.21
C -1.638 -5.079 0.363  -0.21
C -2.666 -3.936 0.957  -0.22
C -2.771 -2.612 -0.003  -0.25
C -3.746 -1.412 0.601  -0.24
S -3.343 0.121 -0.466  0.66
O -3.087 -0.421 -1.890  -0.43
O -4.614 1.049 -0.365  -0.46
N -1.983 0.895 0.300  -0.38
S -0.648 1.159 -0.792  0.66
O 0.117 -0.205 -0.922  -0.45
O -1.028 1.793 -2.154  -0.45
N 0.406 2.349 0.007  -0.09
C 1.706 2.201 -0.406  -0.33
C 2.844 2.002 0.789  -0.06
C 2.267 2.253 -1.943  -0.07
H 7.934 -3.090 0.872  0.06
H 6.216 -2.685 1.556  0.08
H 6.840 -1.832 -0.074  0.08
H 6.816 -4.088 -1.369  0.10
H 6.127 -5.058 0.168  0.11
H 4.228 -2.853 0.093  0.12
H 4.538 -3.051 -1.843  0.12
H 4.211 -5.813 -1.292  0.11
H 3.322 -5.159 0.344  0.12
H 1.751 -3.721 -1.143  0.11
H 2.413 -4.541 -2.766  0.13
H 1.450 -6.462 -0.260  0.11
H 1.851 -6.894 -2.061  0.11
H -0.406 -5.974 -2.969  0.11
H -0.741 -6.963 -1.370  0.11
H -1.962 -4.507 -1.883  0.12
H -0.427 -3.729 -1.032  0.10
H -0.705 -5.262 1.059  0.11
H -2.239 -6.083 0.321  0.10
H -2.250 -3.602 2.018  0.11
H -3.744 -4.396 1.149  0.11
H -1.700 -2.133 -0.108  0.11
H -3.218 -2.896 -1.071  0.12
H -3.578 -1.222 1.748  0.11
H -4.889 -1.649 0.358  0.12
H 3.535 1.075 0.604  0.09
H 3.542 2.963 0.710  0.08
H 2.377 2.042 1.867  0.08
H 3.006 1.351 -2.103  0.09
H 1.444 2.350 -2.773  0.08
H 2.921 3.249 -2.025  0.09
O 4.949 1.903 4.525  -0.22
P 5.950 2.855 5.224  0.78
O 5.317 2.617 6.734  -0.24
C 5.723 1.440 7.416  -0.30
C 7.183 1.503 7.828  -0.09
O 5.087 4.210 4.780  -0.28
C 4.182 4.203 3.685  -0.29
C 2.773 3.891 4.158  -0.07
O 7.069 3.919 6.004  -0.27
C 6.815 5.295 6.272  -0.29
C 5.713 5.540 7.289  -0.08
H 5.535 0.563 6.788  0.11
H 5.098 1.350 8.310  0.12
H 7.838 1.510 6.950  0.07
H 7.451 0.641 8.444  0.08
H 7.390 2.419 8.392  0.08
H 4.515 3.517 2.898  0.09
H 4.195 5.205 3.245  0.12
H 2.729 2.978 4.762  0.08
H 2.095 3.776 3.308  0.07
H 2.399 4.699 4.796  0.08
H 6.637 5.836 5.337  0.11
H 7.747 5.703 6.678  0.12
H 4.744 5.171 6.955  0.07
H 5.608 6.613 7.481  0.08
H 5.940 5.034 8.234  0.08
O -6.535 0.669 -6.950  -0.24
P -6.964 1.786 -5.967  0.77
O -6.427 0.983 -4.622  -0.24
C -5.037 1.062 -4.347  -0.29
C -4.627 2.458 -3.914  -0.07
O -8.551 1.279 -5.967  -0.28
C -9.094 0.496 -7.021  -0.30
C -8.990 -0.983 -6.695  -0.08
O -7.444 3.033 -4.869  -0.26
C -8.689 3.060 -4.179  -0.29
C -8.860 1.951 -3.154  -0.07
H -4.465 0.746 -5.226  0.11
H -4.824 0.355 -3.540  0.10
H -4.751 3.176 -4.733  0.06
H -3.580 2.477 -3.602  0.08
H -5.250 2.807 -3.083  0.08
H -8.626 0.742 -7.981  0.10
H -10.151 0.765 -7.117  0.11
H -7.972 -1.278 -6.417  0.08
H -9.304 -1.592 -7.548  0.07
H -9.626 -1.230 -5.838  0.07
H -9.518 3.088 -4.894  0.11
H -8.723 4.018 -3.649  0.12
H -8.848 0.958 -3.604  0.06
H -9.814 2.063 -2.631  0.08
H -8.049 1.977 -2.418  0.09

E_HOMO in eV: -5.47
Gap between HOMO and LUMO in hartree: 0.1712
Net charge: -1

***

[2]
DFT (ωB97M-V/def2-TZVPD) results for a 12-piece molecular cluster, C27H61N7O24 overall at a distorted geometry.

Last column: Löwdin charge in e.
Cartesian coordinates (Å):
C -0.218 0.413 -0.876  0.06
N -0.875 -0.880 -0.479  -0.40
O -1.808 -1.278 -1.160  0.07
O -0.412 -1.478 0.475  0.02
H 0.843 0.310 -1.105  0.08
H -0.580 1.055 -0.073  0.08
H -0.702 0.887 -1.730  0.08
C 2.690 4.840 0.431  0.07
N 1.910 3.564 0.378  -0.39
O 2.414 2.578 0.944  0.03
O 1.022 3.458 -0.462  0.03
H 3.443 4.817 1.219  0.10
H 1.979 5.652 0.585  0.10
H 3.077 4.909 -0.586  0.11
C -4.484 0.769 -1.842  0.02
N -4.393 -0.415 -2.714  -0.42
O -3.440 -0.357 -3.555  0.01
O -5.217 -1.265 -2.563  0.09
H -4.046 1.589 -2.411  0.09
H -3.883 0.611 -0.946  0.07
H -5.519 1.012 -1.602  0.10
C -1.169 -0.474 -6.231  0.06
N -0.727 0.740 -5.468  -0.42
O -0.578 1.747 -6.114  0.09
O -0.423 0.581 -4.292  0.04
H -2.223 -0.487 -5.953  0.09
H -0.683 -1.387 -5.888  0.10
H -0.984 -0.232 -7.278  0.10
C -2.284 -4.923 -0.589  0.07
N -2.227 -5.687 0.744  -0.44
O -2.969 -5.325 1.594  0.07
O -1.385 -6.570 0.853  0.06
H -1.579 -4.093 -0.535  0.06
H -3.313 -4.575 -0.680  0.10
H -1.908 -5.562 -1.388  0.10
C 1.346 -3.581 -1.720  0.06
N 2.112 -2.933 -0.661  -0.44
O 2.806 -1.931 -0.873  0.04
O 2.201 -3.540 0.379  0.07
H 0.947 -2.806 -2.375  0.10
H 0.489 -4.069 -1.256  0.08
H 2.066 -4.197 -2.260  0.12
C -1.904 4.023 0.992  0.04
N -2.429 3.972 -0.390  -0.42
O -2.372 2.928 -1.015  0.04
O -2.769 5.027 -0.912  0.08
H -1.076 4.720 0.865  0.09
H -1.510 3.072 1.348  0.08
H -2.668 4.449 1.643  0.11
O -2.855 0.384 1.392  0.05
C -3.313 0.136 2.524  -0.45
O -4.518 -0.352 2.875  0.00
C -5.443 -0.736 1.857  -0.18
C -5.117 -2.164 1.342  -0.04
C -2.400 0.194 3.759  0.02
H -5.418 -0.142 0.944  0.10
H -6.420 -0.694 2.339  0.13
H -5.004 -2.932 2.107  0.08
H -4.302 -2.137 0.619  0.06
H -5.979 -2.415 0.725  0.08
H -1.831 -0.734 3.831  0.04
H -2.992 0.225 4.673  0.09
H -1.773 1.085 3.769  0.08
O 2.194 -2.193 4.915  0.38
C 1.582 -1.081 4.844  -0.31
O 1.466 -0.262 3.762  0.06
C 1.928 -0.663 2.468  -0.16
C 3.491 -0.693 2.340  -0.02
C 0.861 -0.524 6.061  0.10
H 1.568 0.199 1.905  0.12
H 1.475 -1.612 2.183  0.10
H 3.895 0.246 2.719  0.08
H 3.916 -0.954 1.371  0.08
H 3.984 -1.462 2.935  0.08
H 0.007 0.080 5.756  0.11
H 1.566 0.097 6.613  0.12
H 0.656 -1.436 6.621  0.11
O 5.516 0.925 -2.590  0.08
C 4.824 1.593 -1.820  -0.46
O 5.300 2.441 -0.854  -0.05
C 6.700 2.504 -0.679  -0.21
C 7.068 4.015 -0.426  -0.05
C 3.292 1.581 -1.769  0.02
H 7.215 2.117 -1.559  0.12
H 6.892 1.919 0.220  0.12
H 8.132 4.109 -0.210  0.07
H 6.598 4.349 0.499  0.06
H 6.794 4.600 -1.304  0.08
H 2.809 0.998 -0.984  0.06
H 3.086 1.289 -2.798  0.09
H 2.969 2.623 -1.777  0.07
O 1.507 5.088 -5.141  0.09
C 1.202 4.040 -4.594  -0.53
O 1.857 2.883 -4.741  -0.04
C 2.802 2.706 -5.784  -0.23
C 4.152 3.324 -5.435  -0.05
C 0.106 3.997 -3.568  0.02
H 2.380 3.017 -6.740  0.13
H 2.986 1.648 -5.969  0.12
H 4.852 3.009 -6.208  0.08
H 4.448 2.845 -4.501  0.06
H 4.084 4.410 -5.375  0.08
H 0.586 4.554 -2.764  0.08
H -0.310 3.013 -3.356  0.06
H -0.766 4.560 -3.900  0.10
O -1.805 -5.765 5.519  0.06
C -2.912 -5.327 5.133  -0.52
O -3.145 -4.093 4.780  0.02
C -2.044 -3.230 4.628  -0.22
C -1.191 -3.307 3.376  -0.04
C -4.058 -6.309 4.952  0.03
H -1.429 -3.299 5.525  0.12
H -2.507 -2.249 4.731  0.09
H -0.189 -2.904 3.523  0.05
H -1.535 -2.976 2.396  0.07
H -0.951 -4.359 3.227  0.08
H -3.730 -7.194 4.406  0.10
H -4.797 -5.795 4.338  0.08
H -4.599 -6.492 5.881  0.09

2S+1: 2
E_HOMO (spin up / spin down) in eV: -11.39 / -11.39
⟨S²⟩: 0.7564
Gap between HOMO and LUMO (spin up / spin down) in hartree: 0.2601 / 0.0841
Net charge: +1

***

[3]
DFT (ωB97M-V/def2-TZVPD) results for a 5-piece molecular cluster, C27H61NO13P3S overall at a distorted geometry.

Last column: Löwdin charge in e.
Cartesian coordinates (Å):
C 3.748 -4.793 3.442  -0.10
C 4.722 -3.741 2.886  -0.46
C 5.996 -4.434 2.316  -0.09
C 4.065 -2.859 1.815  -0.28
P 2.883 -1.534 2.487  0.66
C 3.870 -0.094 1.728  -0.26
C 3.217 1.285 1.571  -0.46
C 3.979 2.119 0.509  -0.09
C 3.190 2.067 2.897  -0.08
O 1.571 -0.435 3.063  -0.32
C 0.356 -0.945 2.658  -0.45
C -0.839 -0.049 2.958  -0.23
N -1.957 -0.449 2.092  0.00
C 0.511 -1.409 1.174  -0.62
P 0.096 -0.196 -0.193  0.52
S -0.359 1.692 0.129  0.21
P -0.304 -3.038 0.770  0.46
O 0.457 -3.865 -0.186  -0.29
O -0.538 -3.777 2.163  -0.12
O -1.786 -2.790 0.196  -0.18
O 1.867 -1.670 0.992  -0.35
H 4.279 -5.585 3.974  0.07
H 3.087 -4.305 4.157  0.03
H 3.125 -5.196 2.639  0.08
H 5.042 -3.124 3.731  0.10
H 6.123 -4.229 1.253  0.06
H 5.925 -5.521 2.421  0.06
H 6.896 -4.130 2.855  0.06
H 4.855 -2.412 1.206  0.06
H 3.452 -3.497 1.171  0.08
H 3.604 -1.369 3.748  0.02
H 2.129 -2.592 3.133  0.04
H 4.235 -0.416 0.749  0.06
H 4.754 0.026 2.366  0.08
H 2.198 1.182 1.203  0.05
H 4.784 2.690 0.983  0.06
H 4.440 1.488 -0.253  0.06
H 3.314 2.840 0.026  0.07
H 3.985 1.723 3.560  0.07
H 3.332 3.136 2.713  0.06
H 2.228 1.957 3.396  0.06
H 0.170 -1.886 3.199  0.10
H -1.094 -0.174 4.015  0.11
H -0.577 0.993 2.798  0.07
H -2.452 0.360 1.743  0.05
H -2.608 -1.042 2.589  0.08
H -0.907 -0.779 -0.981  -0.05
H 1.236 -0.306 -0.994  0.00
H -0.032 -4.603 2.139  0.09
H -1.834 -3.270 -0.641  0.06
O 2.101 -3.565 5.915  0.09
C 2.196 -2.518 6.491  -0.50
O 2.980 -2.475 7.603  -0.01
C 3.311 -1.245 8.244  -0.25
C 2.243 -0.801 9.223  -0.07
C 1.443 -1.287 6.059  0.02
H 3.533 -0.474 7.505  0.11
H 4.240 -1.454 8.774  0.12
H 1.299 -0.598 8.718  0.07
H 2.558 0.107 9.740  0.08
H 2.067 -1.582 9.964  0.08
H 0.435 -1.344 6.476  0.10
H 1.387 -1.281 4.969  0.05
H 1.901 -0.349 6.364  0.08
O -6.386 4.331 -1.890  0.09
C -5.577 3.455 -2.060  -0.53
O -4.398 3.531 -1.425  0.01
C -3.443 2.452 -1.444  -0.24
C -2.566 2.493 -2.677  -0.07
C -5.836 2.311 -3.013  0.02
H -3.958 1.495 -1.335  0.11
H -2.836 2.582 -0.552  0.05
H -3.145 2.375 -3.595  0.05
H -1.823 1.696 -2.618  0.05
H -2.039 3.445 -2.738  0.09
H -5.573 2.637 -4.017  0.07
H -6.897 2.076 -2.989  0.09
H -5.278 1.406 -2.793  0.07
O -1.154 5.217 -5.715  0.11
C -2.187 5.121 -6.317  -0.53
O -3.004 4.086 -6.041  -0.01
C -4.311 3.951 -6.610  -0.23
C -4.268 3.279 -7.965  -0.06
C -2.555 6.090 -7.420  0.01
H -4.822 4.914 -6.643  0.11
H -4.852 3.319 -5.912  0.09
H -3.715 3.874 -8.694  0.07
H -5.280 3.127 -8.342  0.08
H -3.782 2.309 -7.874  0.07
H -2.075 5.759 -8.340  0.09
H -2.154 7.065 -7.152  0.09
H -3.623 6.190 -7.596  0.07
O -4.101 0.885 -5.641  0.09
C -3.263 0.050 -5.422  -0.52
O -3.651 -1.117 -4.873  0.00
C -2.763 -2.235 -4.714  -0.23
C -1.936 -2.135 -3.451  -0.07
C -1.800 0.318 -5.677  0.03
H -2.142 -2.358 -5.602  0.11
H -3.425 -3.098 -4.667  0.12
H -1.277 -1.267 -3.469  0.07
H -1.319 -3.026 -3.329  0.09
H -2.592 -2.033 -2.585  0.08
H -1.399 0.853 -4.815  0.09
H -1.724 0.971 -6.543  0.09
H -1.198 -0.569 -5.854  0.07

E_HOMO in eV: -4.75
Gap between HOMO and LUMO in hartree: 0.2496
Net charge: -1

***

[4]
DFT (ωB97M-V/def2-TZVPD) results for C27H62N3O8S3 as an isolated structure.

Last column: Löwdin charge in e.
Cartesian coordinates (Å):
C 1.751 -2.506 0.127  -0.10
C 2.915 -2.397 1.111  -0.26
C 4.037 -1.443 0.689  -0.22
C 3.792 0.035 1.010  -0.21
C 2.986 0.818 -0.029  -0.19
C 3.644 0.856 -1.418  -0.21
C 2.836 0.256 -2.570  -0.21
C 1.480 0.929 -2.817  -0.20
C 0.276 0.255 -2.155  -0.21
C -1.076 0.647 -2.789  -0.19
C -2.042 -0.542 -2.863  -0.21
C -2.639 -0.814 -1.487  -0.23
C -3.513 -2.070 -1.426  -0.21
C -3.866 -2.475 0.001  -0.24
C -4.807 -1.492 0.694  -0.23
S -3.959 -0.357 1.804  0.48
O -2.564 -0.296 1.445  -0.36
O -4.234 -0.854 3.137  -0.35
N -4.772 1.018 1.575  -0.37
S -4.027 2.287 0.990  0.20
O -4.958 3.384 1.007  -0.40
O -3.331 2.065 -0.254  -0.40
S -2.564 2.765 2.429  0.53
H 2.002 -3.178 -0.695  0.07
H 1.474 -1.550 -0.309  0.04
H 0.866 -2.920 0.609  0.07
H 3.360 -3.392 1.198  0.10
H 2.566 -2.142 2.113  0.10
H 4.932 -1.747 1.239  0.10
H 4.269 -1.588 -0.368  0.10
H 3.258 0.090 1.962  0.11
H 4.750 0.534 1.174  0.10
H 2.887 1.839 0.340  0.11
H 1.977 0.416 -0.067  0.08
H 3.808 1.907 -1.680  0.10
H 4.640 0.407 -1.390  0.10
H 2.721 -0.823 -2.440  0.11
H 3.424 0.382 -3.477  0.07
H 1.527 1.988 -2.552  0.12
H 1.293 0.895 -3.894  0.10
H 0.212 0.523 -1.101  0.10
H 0.414 -0.827 -2.212  0.10
H -1.540 1.385 -2.133  0.10
H -0.926 1.107 -3.766  0.10
H -2.849 -0.333 -3.568  0.11
H -1.504 -1.439 -3.181  0.10
H -3.229 0.045 -1.164  0.09
H -1.840 -0.926 -0.750  0.10
H -4.432 -1.878 -1.985  0.11
H -2.970 -2.895 -1.895  0.11
H -4.383 -3.437 -0.054  0.10
H -2.959 -2.622 0.585  0.11
H -5.343 -0.894 -0.039  0.10
H -5.520 -2.007 1.331  0.09
H -2.024 3.735 1.685  -0.18
C 9.360 1.928 -4.920  -0.12
O 8.703 2.754 -5.857  -0.19
C 8.842 2.358 -7.214  -0.22
C 7.556 1.789 -7.773  -0.22
N 7.240 0.494 -7.188  -0.05
C 5.902 -0.014 -7.484  -0.20
C 4.687 0.807 -7.066  -0.23
O 4.458 0.867 -5.674  -0.19
C 5.249 1.806 -4.968  -0.09
H 9.366 2.458 -3.969  0.09
H 8.847 0.971 -4.773  0.08
H 10.394 1.731 -5.218  0.09
H 9.665 1.645 -7.326  0.12
H 9.096 3.256 -7.783  0.12
H 7.670 1.669 -8.855  0.12
H 6.769 2.537 -7.604  0.10
H 7.353 0.546 -6.185  0.07
H 5.816 -0.989 -6.999  0.12
H 5.838 -0.189 -8.563  0.12
H 3.809 0.305 -7.481  0.12
H 4.696 1.819 -7.493  0.11
H 5.442 2.705 -5.559  0.09
H 6.196 1.361 -4.651  0.08
H 4.708 2.091 -4.067  0.08
C -6.940 -1.145 10.405  -0.13
O -5.935 -0.359 9.806  -0.19
C -4.901 -1.097 9.163  -0.22
C -4.982 -1.011 7.655  -0.22
N -6.132 -1.735 7.133  -0.05
C -6.409 -1.506 5.711  -0.19
C -6.696 -0.089 5.235  -0.21
O -7.947 0.437 5.671  -0.18
C -7.965 0.959 6.978  -0.12
H -7.530 -0.487 11.043  0.08
H -7.612 -1.599 9.668  0.08
H -6.510 -1.939 11.024  0.08
H -4.914 -2.141 9.494  0.12
H -3.953 -0.655 9.482  0.12
H -4.072 -1.446 7.234  0.13
H -4.991 0.053 7.385  0.11
H -6.951 -1.486 7.670  0.06
H -7.278 -2.120 5.455  0.12
H -5.565 -1.889 5.131  0.10
H -6.754 -0.124 4.148  0.12
H -5.885 0.608 5.468  0.12
H -7.018 1.443 7.235  0.09
H -8.192 0.193 7.727  0.07
H -8.758 1.707 7.022  0.08

E_HOMO in eV: -6.06
Gap between HOMO and LUMO in hartree: 0.2967
Relative energy (zero: lowest compared OMol25 entry of this formula, charge and spin) in kcal/mol: 0.00
Net charge: -1

***

Number 4 is which compound? C27H62N3O8S3